[1]
{
  "formula": "C5H8O2",
  "method": "wB97M-V/def2-TZVPD",
  "species": ["O", "C", "C", "C", "C", "C", "O", "H", "H", "H", "H", "H", "H", "H", "H"],
  "positions_angstrom": [[0.6107, 0.6049, 2.1578], [0.5992, -0.1344, 1.2048], [1.7095, -0.9268, 0.6704], [0.9138, -0.3792, -0.8522], [-0.3339, -0.1801, 0.0009], [-1.1715, 1.0607, -0.1398], [-1.9542, 0.9423, -1.3074], [2.6517, -0.6938, 1.1882], [1.6067, -2.0098, 0.6556], [0.9604, -1.2238, -1.5370], [1.2832, 0.5502, -1.3124], [-0.9610, -1.0786, 0.0200], [-1.7915, 1.1502, 0.7648], [-0.5169, 1.9484, -0.1690], [-2.5315, 1.7118, -1.3367]],
  "lowdin_charge": [0.10, -0.47, 0.01, -0.01, -0.26, -0.24, -0.05, 0.11, 0.10, 0.09, 0.11, 0.16, 0.13, 0.13, 0.09],
  "multiplicity": 1,
  "smiles": "O=C1CC[C@@H]1CO",
  "homo_lumo_gap_ev": 10.42
}



[2]
{
  "formula": "C19H42BN5O3P2S",
  "method": "wB97M-V/def2-TZVPD",
  "species": ["N", "P", "B", "N", "C", "S", "P", "N", "O", "H", "H", "H", "H", "H", "H", "C", "C", "C", "C", "C", "C", "N", "O", "C", "C", "C", "H", "H", "H", "H", "H", "H", "H", "H", "H", "H", "H", "H", "H", "H", "H", "H", "H", "H", "C", "C", "C", "C", "C", "C", "N", "O", "C", "C", "C", "H", "H", "H", "H", "H", "H", "H", "H", "H", "H", "H", "H", "H", "H", "H", "H", "H", "H"],
  "positions_angstrom": [[-2.6667, 6.1666, 4.5309], [-3.4298, 4.8261, 4.9825], [-5.1110, 4.7802, 4.0586], [-5.3354, 3.9137, 2.8754], [-4.8542, 2.8250, 3.0299], [-4.7154, 1.2577, 3.1295], [-6.5795, 5.9228, 4.6285], [-7.9570, 4.8932, 4.8133], [-6.9092, 6.8318, 3.2680], [-1.7928, 5.8923, 4.0810], [-2.6272, 3.7061, 4.6484], [-3.5740, 4.8755, 6.3977], [-8.1104, 4.7094, 5.7989], [-7.7734, 4.0317, 4.2994], [-6.5216, 7.7148, 3.3331], [1.6826, -2.3024, 2.2385], [0.8209, -1.4857, 3.2416], [-0.5973, -2.0713, 3.3421], [-1.5387, -1.6819, 2.2039], [-1.5032, -0.1773, 1.9561], [-0.0796, 0.3376, 1.7230], [0.8364, -0.0513, 2.8324], [0.5481, 0.6798, 3.8746], [0.4277, -0.2012, 0.3707], [-0.1159, 1.8566, 1.5260], [1.4963, -1.7123, 4.6023], [2.3288, -1.6583, 1.6416], [2.3551, -2.9936, 2.7480], [1.0745, -2.9012, 1.5578], [-1.0588, -1.7371, 4.2779], [-0.5412, -3.1610, 3.4016], [-1.2827, -2.2290, 1.2924], [-2.5579, -1.9840, 2.4590], [-2.1331, 0.0633, 1.0956], [-1.9540, 0.3346, 2.8116], [1.4530, 0.1223, 0.1804], [-0.1907, 0.1747, -0.4454], [0.3971, -1.2845, 0.2897], [-0.5717, 2.3787, 2.3684], [-0.7036, 2.1104, 0.6427], [0.8904, 2.2555, 1.3801], [2.5026, -1.2889, 4.6207], [1.5740, -2.7814, 4.8050], [0.9272, -1.2815, 5.4259], [1.5436, -2.7419, -6.1840], [1.3356, -1.6578, -5.0902], [1.9595, -0.3211, -5.5245], [3.4727, -0.2252, -5.3427], [3.8848, -0.6781, -3.9458], [3.3557, -2.0768, -3.6109], [1.8791, -2.1683, -3.7973], [1.3065, -1.5191, -2.8223], [4.0909, -3.1089, -4.4899], [3.7664, -2.4461, -2.1816], [-0.1850, -1.4471, -5.0416], [1.7652, -3.7176, -5.7505], [0.6466, -2.8907, -6.7858], [2.3469, -2.4854, -6.8773], [1.5081, 0.4916, -4.9452], [1.7127, -0.1238, -6.5705], [3.9871, -0.8145, -6.1071], [3.7900, 0.8087, -5.4969], [4.9747, -0.6636, -3.8655], [3.5188, 0.0492, -3.2135], [3.7206, -4.1181, -4.2992], [5.1588, -3.1021, -4.2662], [4.0084, -2.9157, -5.5566], [3.4146, -1.7242, -1.4439], [4.8533, -2.4798, -2.0959], [3.3820, -3.4312, -1.9071], [-0.6997, -2.3493, -4.7050], [-0.5569, -1.1949, -6.0356], [-0.4699, -0.6242, -4.3864]],
  "lowdin_charge": [-0.33, 0.68, -0.61, 0.10, -0.82, 0.78, 0.74, -0.18, -0.34, -0.05, 0.00, -0.01, 0.02, 0.02, 0.04, -0.03, -0.48, -0.14, -0.17, -0.16, -0.49, -0.07, -0.02, -0.04, -0.04, -0.05, 0.08, 0.08, 0.08, 0.12, 0.12, 0.11, 0.11, 0.12, 0.08, 0.09, 0.09, 0.06, 0.07, 0.09, 0.09, 0.09, 0.09, 0.08, -0.03, -0.48, -0.14, -0.18, -0.14, -0.49, -0.07, -0.02, -0.04, -0.04, -0.05, 0.08, 0.08, 0.08, 0.12, 0.12, 0.10, 0.11, 0.12, 0.13, 0.09, 0.09, 0.06, 0.07, 0.09, 0.09, 0.09, 0.09, 0.08],
  "multiplicity": 3,
  "homo_lumo_gap_ev": 7.10
}



[3]
{
  "formula": "C29H48N3OsP2S",
  "method": "wB97M-V/def2-TZVPD",
  "species": ["Os", "C", "C", "C", "P", "C", "C", "C", "C", "C", "C", "C", "C", "C", "C", "N", "C", "C", "C", "C", "C", "C", "C", "P", "C", "C", "C", "C", "C", "C", "H", "H", "H", "H", "H", "H", "H", "H", "H", "H", "H", "H", "H", "H", "H", "H", "H", "H", "H", "H", "H", "H", "H", "H", "H", "H", "H", "H", "H", "H", "H", "H", "H", "H", "H", "H", "H", "H", "H", "H", "C", "N", "C", "S", "N", "C", "H", "H", "H", "H", "H", "H", "H", "H"],
  "positions_angstrom": [[0.0719, -0.3139, 0.5943], [2.3400, -1.2278, -1.8822], [3.2220, -1.1176, -0.6325], [4.6724, -0.7813, -0.9780], [2.4335, 0.0510, 0.5268], [3.3056, 0.0975, 2.1390], [3.6426, -1.3053, 2.6413], [2.4362, 0.8820, 3.1274], [2.4805, 1.7275, -0.1493], [3.6445, 2.4067, -0.4597], [3.6109, 3.7034, -0.9872], [4.8716, 4.4425, -1.3145], [2.3586, 4.2911, -1.2067], [1.1884, 3.6512, -0.8659], [1.2349, 2.3672, -0.2977], [0.0970, 1.6743, 0.0850], [-1.0876, 2.3159, 0.4668], [-1.1099, 3.5729, 1.0934], [-2.3090, 4.1145, 1.4918], [-3.5276, 3.4488, 1.2836], [-4.8161, 4.0637, 1.7297], [-3.4970, 2.1892, 0.6768], [-2.3074, 1.6166, 0.2720], [-2.0721, -0.0282, -0.4489], [-3.4724, -1.1476, -0.0785], [-4.7365, -0.8272, -0.8971], [-3.7437, -1.1915, 1.4299], [-1.8040, 0.1821, -2.2571], [-2.8564, 1.0448, -2.9575], [-1.6354, -1.1927, -2.9152], [2.6592, -2.0642, -2.5046], [2.3986, -0.3197, -2.4867], [1.2805, -1.3863, -1.6276], [3.1969, -2.0674, -0.0885], [4.7309, 0.0934, -1.6252], [5.1113, -1.6191, -1.5211], [5.2852, -0.6127, -0.0907], [4.2274, 0.6554, 1.9483], [2.7491, -1.9292, 2.7191], [4.0778, -1.2330, 3.6383], [4.3692, -1.8089, 2.0033], [1.4871, 0.3668, 3.3117], [2.2251, 1.8945, 2.7768], [2.9465, 0.9649, 4.0872], [4.6090, 1.9418, -0.2955], [5.7393, 3.7866, -1.3343], [5.0537, 5.2169, -0.5645], [4.7891, 4.9519, -2.2744], [2.3118, 5.2739, -1.6607], [0.2346, 4.1224, -1.0638], [-0.1841, 4.0939, 1.2974], [-2.3138, 5.0749, 1.9937], [-4.8438, 5.1274, 1.4944], [-4.9104, 3.9813, 2.8162], [-5.6798, 3.5785, 1.2807], [-4.4340, 1.6735, 0.5154], [-3.0893, -2.1253, -0.3893], [-5.5988, -1.2653, -0.3932], [-4.6900, -1.2553, -1.8968], [-4.9250, 0.2399, -0.9994], [-4.2287, -0.2809, 1.7795], [-2.8356, -1.3369, 2.0161], [-4.4150, -2.0233, 1.6441], [-0.8464, 0.7121, -2.2963], [-3.7875, 0.5034, -3.1108], [-2.4766, 1.3252, -3.9414], [-3.0715, 1.9661, -2.4141], [-2.5811, -1.7368, -2.9463], [-0.8974, -1.8139, -2.3963], [-1.2949, -1.0712, -3.9435], [-0.3556, -6.3249, 1.6206], [-0.2826, -4.8680, 1.8596], [-0.2355, -3.8679, 1.0060], [-0.0333, -2.2898, 1.7881], [-0.3098, -3.9441, -0.3111], [-0.5142, -5.1146, -1.1867], [-0.4801, -6.7984, 2.5893], [0.5643, -6.6932, 1.1745], [-1.2097, -6.5824, 1.0045], [-0.2002, -4.5937, 2.8285], [-0.2714, -3.0511, -0.7756], [0.2308, -5.8808, -1.0056], [-0.4033, -4.7702, -2.2106], [-1.5132, -5.5260, -1.0687]],
  "lowdin_charge": [0.95, -0.10, -0.53, -0.07, 0.95, -0.52, -0.09, -0.10, -0.27, -0.01, -0.21, -0.01, 0.02, 0.02, -0.29, -0.13, -0.28, 0.02, 0.03, -0.20, -0.01, -0.01, -0.28, 0.96, -0.51, -0.07, -0.10, -0.52, -0.07, -0.09, 0.10, 0.10, 0.02, 0.11, 0.08, 0.10, 0.09, 0.12, 0.05, 0.10, 0.08, 0.06, 0.08, 0.10, 0.12, 0.09, 0.11, 0.10, 0.14, 0.13, 0.13, 0.14, 0.10, 0.11, 0.09, 0.11, 0.10, 0.10, 0.08, 0.07, 0.08, 0.04, 0.10, 0.10, 0.08, 0.10, 0.08, 0.09, 0.03, 0.10, 0.00, 0.01, -0.67, 0.64, 0.01, -0.01, 0.11, 0.10, 0.09, 0.13, 0.06, 0.09, 0.10, 0.10],
  "charge": 3,
  "multiplicity": 5,
  "homo_lumo_gap_ev": [7.44, 5.85]
}



[4]
{
  "formula": "C4H15NO3",
  "method": "wB97M-V/def2-TZVPD",
  "species": ["C", "C", "C", "O", "C", "N", "H", "H", "H", "H", "H", "H", "H", "H", "H", "H", "H", "O", "H", "H", "O", "H", "H"],
  "positions_angstrom": [[14.4840, -10.4705, -9.9881], [15.6911, -9.9704, -9.2289], [15.5026, -8.6903, -8.3643], [15.0756, -7.6819, -9.3178], [15.9820, -7.4561, -10.3945], [16.2456, -11.0558, -8.4105], [14.7051, -11.3671, -10.5672], [14.0523, -9.8454, -10.7698], [13.7005, -10.7430, -9.2809], [16.5650, -9.9122, -9.8777], [16.3329, -8.3915, -7.7244], [14.6625, -8.9735, -7.7301], [17.0124, -7.2260, -10.1235], [15.6444, -6.5974, -10.9748], [16.0558, -8.3104, -11.0674], [17.2526, -11.0062, -8.4717], [16.0457, -11.8866, -8.9487], [17.8832, -13.7230, -13.3262], [18.3667, -13.4921, -14.1194], [18.4119, -14.4055, -12.9129], [15.4495, -12.4170, -13.5365], [16.1571, -13.0514, -13.4222], [15.8028, -11.5982, -13.1886]],
  "lowdin_charge": [-0.07, -0.49, -0.15, -0.20, -0.14, 0.01, 0.06, 0.08, 0.08, 0.09, 0.11, 0.12, 0.08, 0.08, 0.06, 0.05, 0.04, -0.40, -0.06, -0.06, -0.20, -0.06, -0.03],
  "charge": -1,
  "multiplicity": 2,
  "homo_lumo_gap_ev": [2.42, 9.63]
}



[5]
{
  "formula": "C14H16O",
  "method": "wB97M-V/def2-TZVPD",
  "species": ["C", "C", "C", "C", "C", "O", "C", "C", "H", "H", "H", "H", "H", "H", "H", "H", "C", "C", "C", "C", "C", "C", "C", "H", "H", "H", "H", "H", "H", "H", "H"],
  "positions_angstrom": [[-1.0473, 3.6158, 0.6935], [-0.2482, 2.4824, 1.2921], [1.1286, 2.3757, 1.0516], [2.0722, 1.6250, 1.6998], [1.5326, 0.8028, 2.7284], [2.3594, 0.0626, 3.4957], [0.1712, 0.7877, 2.9380], [-0.7284, 1.5608, 2.2088], [-2.1481, 3.4468, 0.5602], [-0.6051, 4.2141, -0.1524], [-0.8952, 4.3419, 1.5482], [1.4370, 2.8826, 0.1329], [3.1645, 1.7751, 1.7730], [1.9249, -0.6114, 4.0461], [-0.2553, 0.1452, 3.6993], [-1.7725, 1.2988, 2.2944], [-1.9728, -3.1344, -3.1600], [-0.9213, -2.4522, -2.2681], [-1.0227, -2.3685, -0.8878], [-0.0730, -1.5317, -0.3164], [1.0236, -1.0072, -0.9671], [1.2051, -1.3424, -2.3032], [0.1595, -1.9982, -2.9910], [-2.9649, -2.9038, -2.8839], [-1.7117, -4.2042, -3.2179], [-1.7527, -2.7495, -4.1623], [-1.7959, -2.6922, -0.2502], [-0.2794, -1.1687, 0.7330], [1.7216, -0.3739, -0.4513], [2.0896, -0.9718, -2.8067], [0.2048, -1.9070, -4.0769]],
  "lowdin_charge": [-0.06, -0.30, -0.08, -0.01, -0.34, 0.04, -0.05, -0.06, 0.09, 0.09, 0.10, 0.11, 0.13, 0.12, 0.11, 0.11, -0.04, -0.28, -0.04, -0.10, -0.10, -0.07, -0.07, 0.06, 0.09, 0.07, 0.10, 0.11, 0.09, 0.10, 0.11],
  "multiplicity": 1,
  "smiles": "Cc1ccc(O)cc1.Cc1ccccc1",
  "homo_lumo_gap_ev": 9.06
}



Number 1: DFT total energy -345.733766 a.u., largest force on an atom 2.27 eV Å⁻¹. Number 2: DFT total energy -2354.211516 a.u., largest force on an atom 3.46 eV Å⁻¹. Number 3: DFT total energy -2468.767467 a.u., largest force on an atom 0.62 eV Å⁻¹. Number 4: DFT total energy -441.793812 a.u., largest force on an atom 3.03 eV Å⁻¹. Number 5: DFT total energy -618.257212 a.u., largest force on an atom 3.01 eV Å⁻¹.